[1]
A structure of composition C36H33CoF2N6O3. Source: the OMol25 dataset; level of theory: ωB97M-V/def2-TZVPD.

XYZ file:
```
81
Properties=species:S:1:pos:R:3:forces:R:3:mulliken_charge:R:1
Co 0.106 0.254 -0.375 -0.2 -0.3 0.0 -0.2847
C -2.386 -3.468 -0.357 0.0 0.0 0.0 -1.6677
C -1.206 -3.537 -1.284 0.0 0.0 0.0 1.1904
C -1.255 -4.431 -2.350 0.0 0.0 0.0 -0.7531
C -0.176 -4.604 -3.199 0.0 0.0 0.0 -0.9686
C 0.991 -3.902 -2.950 0.0 0.0 0.0 -0.9241
C 1.079 -2.999 -1.896 0.1 0.0 0.0 1.2743
C 2.400 -2.343 -1.608 0.0 0.0 0.0 -1.8414
C -0.041 -2.773 -1.087 0.1 0.0 0.0 -0.3980
N -0.015 -1.760 -0.094 0.3 0.1 0.0 0.6409
C -0.240 -2.141 1.175 -0.1 0.1 0.0 -0.3800
O -0.253 -3.267 1.662 0.0 0.0 0.0 -0.7629
C -0.562 -0.953 2.047 0.0 -0.1 -0.1 0.0422
C -0.789 -0.990 3.411 0.0 0.0 0.0 -0.5760
C -0.987 0.215 4.075 0.0 0.0 0.0 -0.8804
C -0.945 1.417 3.375 -0.1 0.0 0.0 -0.5485
C -0.726 1.370 2.012 -0.1 0.0 -0.1 0.4923
N -0.574 0.202 1.393 0.3 0.0 -0.1 1.4575
C -0.595 2.565 1.097 -0.1 -0.1 -0.1 -0.0574
O -0.793 3.694 1.529 0.0 0.0 0.0 -0.7715
N -0.280 2.180 -0.154 0.1 0.1 0.2 1.2518
C -0.004 3.229 -1.086 0.2 0.0 0.0 -1.8223
C -0.926 3.567 -2.083 0.0 0.0 0.0 2.0806
C -2.323 3.010 -2.115 0.0 -0.1 0.0 -1.7830
C -0.566 4.503 -3.049 0.0 0.0 0.0 -0.8381
C 0.674 5.114 -3.027 0.0 0.0 0.0 -0.9949
C 1.549 4.831 -1.992 0.0 0.0 0.0 -0.9744
C 1.220 3.913 -1.001 0.0 0.0 0.0 1.6039
C 2.158 3.740 0.163 -0.1 0.0 0.1 -1.6156
H -3.281 -3.847 -0.852 0.0 0.0 0.0 0.4641
H -2.580 -2.455 -0.005 0.0 0.0 0.0 0.1601
H -2.197 -4.069 0.534 0.0 0.0 0.0 0.4190
H -2.161 -5.009 -2.501 0.0 0.0 0.0 0.4189
H -0.233 -5.303 -4.024 0.0 0.0 0.0 0.4033
H 1.866 -4.069 -3.568 0.0 0.0 0.0 0.4709
H 3.214 -2.989 -1.938 0.0 0.0 0.0 0.6442
H 2.522 -2.148 -0.543 0.0 0.0 0.0 0.1732
H 2.506 -1.393 -2.133 0.0 -0.2 0.0 0.3751
H -0.778 -1.948 3.910 0.0 0.0 0.0 0.6322
H -1.152 0.221 5.145 0.0 0.0 0.0 0.4348
H -1.063 2.382 3.847 0.0 0.0 0.0 0.6237
H -2.637 2.671 -1.131 0.0 0.0 0.0 0.2120
H -2.411 2.169 -2.806 0.0 -0.1 0.0 0.1764
H -3.016 3.782 -2.451 0.0 0.0 0.0 0.5982
H -1.285 4.764 -3.817 0.0 0.0 0.0 0.4766
H 0.946 5.829 -3.794 0.0 0.0 0.0 0.4307
H 2.506 5.339 -1.936 0.0 0.0 0.0 0.4535
H 3.194 3.881 -0.149 0.0 0.0 0.0 0.4537
H 2.068 2.764 0.635 0.0 0.2 0.0 0.0806
H 1.923 4.487 0.924 0.0 0.1 0.0 0.4281
F 3.981 0.319 3.276 0.0 0.0 0.0 -0.3841
C 3.606 0.493 1.996 0.1 0.0 0.0 0.2344
C 2.299 0.212 1.648 -0.1 0.0 0.0 -0.5392
C 1.882 0.389 0.335 -0.1 0.2 0.0 0.6433
C 2.825 0.822 -0.616 0.1 -0.1 -0.1 0.4360
C 4.120 1.108 -0.201 0.0 -0.1 0.0 0.8243
F 5.033 1.569 -1.084 0.0 0.0 0.0 -0.3802
C 4.545 0.958 1.100 0.0 0.0 0.0 -1.2087
C 2.330 0.930 -1.989 0.0 0.1 0.1 -0.3217
C 3.074 1.276 -3.114 0.0 0.1 0.0 -0.5814
C 2.459 1.307 -4.350 0.0 0.0 0.0 -1.2410
C 1.117 0.984 -4.447 0.0 0.0 0.0 -0.9447
C 0.442 0.631 -3.297 0.0 0.0 0.0 -0.7459
N 1.026 0.600 -2.099 0.0 -0.2 0.0 1.8786
H 1.655 -0.147 2.438 0.0 0.0 0.0 0.4219
H 5.557 1.191 1.394 0.0 0.0 0.0 0.5040
H 4.118 1.519 -3.014 0.0 0.0 0.0 0.6918
H 3.027 1.580 -5.230 0.0 0.0 0.0 0.4504
H 0.593 1.001 -5.392 0.0 0.0 0.0 0.5504
H -0.599 0.356 -3.317 0.0 0.0 0.0 0.4291
C -3.121 -1.255 -3.405 0.0 0.0 0.0 -0.8382
N -3.631 -0.764 -2.135 0.0 0.0 0.0 -0.1359
C -2.797 -0.226 -1.222 0.0 0.1 -0.2 -0.4535
N -3.328 0.168 -0.042 0.0 0.0 0.0 -0.2508
O -1.601 -0.068 -1.511 -0.2 0.1 0.3 -0.0253
H -3.905 -1.833 -3.888 0.0 0.0 0.0 0.4130
H -2.253 -1.895 -3.249 0.0 0.0 0.0 0.1379
H -2.846 -0.426 -4.059 0.0 0.0 0.0 0.2131
H -4.580 -0.967 -1.877 0.0 0.0 0.0 0.2383
H -4.266 -0.072 0.221 0.0 0.0 0.0 0.2321
H -2.697 0.497 0.667 0.0 0.0 0.0 0.0309
```
Positions in Å, forces in eV/Å.

## Properties
Spin multiplicity = 1
Calculated total energy = -3528.5568 Eh
E_LUMO = -0.0048 Eh
ΔE to the lowest compared entry with this formula, charge and spin = 0.00 kcal per mole
Gap between HOMO and LUMO = 7.88 eV


[2]
A cluster of 2 separate species, C10H16O in total. Source: the OMol25 dataset; level of theory: ωB97M-V/def2-TZVPD.

XYZ file:
```
27
Properties=species:S:1:pos:R:3:forces:R:3:mulliken_charge:R:1
C -0.697 -2.577 -1.569 -0.2 1.7 -1.5 -1.2142
C 0.429 -1.819 -0.810 -0.9 1.4 -2.1 -0.9371
C -0.047 -0.359 -0.766 -0.6 -2.1 -0.5 0.3123
C 0.377 0.466 -1.818 -1.0 1.1 2.3 -0.4277
C -0.082 1.787 -1.817 -1.5 0.5 1.8 -0.7545
C -1.072 2.063 -0.796 -1.7 2.6 0.0 0.7066
O -1.597 3.410 -0.554 1.5 -1.6 -1.1 -0.5384
C -1.790 1.131 0.015 1.5 -0.1 -0.8 -0.6412
C -1.200 -0.120 -0.009 0.5 1.2 -0.4 -0.1723
H -0.843 -2.063 -2.532 0.2 -0.4 -0.1 0.3219
H -1.744 -2.563 -1.199 0.9 0.2 0.8 0.3144
H -0.450 -3.576 -1.755 0.4 -1.6 -0.3 0.4394
H 0.496 -2.381 0.058 0.6 -0.2 2.4 0.2843
H 1.443 -1.738 -1.283 -1.0 -0.9 0.0 0.3722
H 1.067 0.073 -2.499 1.0 -0.2 -0.9 0.4635
H 0.288 2.614 -2.465 -0.4 -0.9 0.5 0.2702
H -1.056 4.047 -1.054 -0.3 -0.4 0.2 0.2916
H -2.674 1.302 0.679 1.0 0.5 -1.0 0.3513
H -1.658 -0.908 0.532 -0.1 -0.7 0.6 0.5246
C 0.925 -0.422 2.872 0.8 1.7 -1.9 -0.6554
C 1.786 0.666 2.064 -2.4 0.1 -0.6 -0.6647
H 1.670 -1.126 3.162 -0.1 -0.9 0.8 0.2709
H 0.301 -0.004 3.636 0.3 0.3 1.0 0.3159
H 0.176 -0.857 2.229 0.2 -0.5 -0.5 0.0800
H 2.833 0.549 2.232 0.9 -0.9 -0.7 0.3764
H 1.708 1.663 2.476 -0.8 0.4 0.2 0.2906
H 1.412 0.741 0.966 1.2 -0.3 1.8 0.0192
```
Positions in Å, forces in eV/Å.

## Properties
Spin multiplicity = 1
SMILES = CCc1ccc(O)cc1.CC
Calculated total energy = -465.8001 Eh
E_LUMO = 0.0330 Eh
ΔE to the lowest compared entry with this formula, charge and spin = 61.32 kcal per mole
Gap between HOMO and LUMO = 9.15 eV


[3]
An isolated molecule of C10H18N2O2. Source: the OMol25 dataset; level of theory: ωB97M-V/def2-TZVPD.

XYZ file:
```
32
Properties=species:S:1:pos:R:3:forces:R:3:mulliken_charge:R:1
C -4.909 0.969 0.041 0.2 0.0 0.2 -1.2944
C -3.580 0.596 0.685 -0.1 -0.1 -0.3 -0.3260
C -2.644 -0.094 -0.304 0.1 0.1 0.5 -0.7575
C -1.308 -0.470 0.335 -0.2 -0.1 -0.5 -0.4819
C -0.387 -1.175 -0.659 0.1 0.0 0.3 -0.8262
C 0.982 -1.545 -0.071 0.0 0.2 -0.3 -0.8727
C 2.098 -0.559 -0.428 -0.2 0.0 0.1 0.3410
C 1.878 0.837 0.144 0.0 0.0 -0.2 -0.5423
C 3.088 1.722 -0.078 -0.5 -0.1 0.0 0.2165
O 3.033 2.912 -0.258 0.0 0.3 0.0 -0.6138
N 4.282 1.054 -0.020 0.5 0.1 -0.1 -0.0436
C 4.475 -0.313 0.202 0.0 0.1 0.1 0.2468
O 5.566 -0.757 0.467 0.4 -0.1 0.0 -0.6400
N 3.354 -1.058 0.102 -0.4 -0.3 0.0 -0.1494
H -5.560 1.458 0.761 -0.1 0.1 0.0 0.3804
H -5.414 0.081 -0.332 -0.1 -0.1 -0.1 0.3265
H -4.750 1.648 -0.794 0.0 0.1 -0.1 0.3243
H -3.761 -0.068 1.533 0.1 0.0 0.1 0.3241
H -3.097 1.498 1.069 0.0 0.0 0.1 0.3217
H -3.127 -0.995 -0.689 0.0 0.0 -0.1 0.3047
H -2.464 0.571 -1.152 0.0 0.0 -0.1 0.3522
H -1.492 -1.133 1.184 0.0 0.0 0.1 0.3081
H -0.833 0.433 0.720 0.0 0.0 0.1 0.1920
H -0.887 -2.085 -0.995 0.0 0.0 -0.1 0.4568
H -0.247 -0.544 -1.539 0.0 0.0 -0.1 0.3843
H 0.909 -1.619 1.016 0.1 0.0 0.1 0.4516
H 1.282 -2.525 -0.449 0.1 -0.1 0.1 0.4047
H 2.167 -0.487 -1.527 -0.1 0.0 0.1 0.0315
H 1.719 0.772 1.224 0.0 0.0 0.0 0.3496
H 1.013 1.321 -0.306 0.1 0.1 0.0 0.3270
H 5.128 1.611 -0.052 -0.1 -0.1 0.0 0.2494
H 3.485 -2.056 0.168 0.1 0.1 0.0 0.2545
```
Positions in Å, forces in eV/Å.

## Properties
Spin multiplicity = 1
SMILES = CCCCCC[C@H]1CC(=O)NC(=O)N1
Calculated total energy = -651.9004 Eh
E_LUMO = 0.0266 Eh
ΔE to the lowest compared entry with this formula, charge and spin = 1.04 kcal per mole
Gap between HOMO and LUMO = 10.81 eV


[4]
A structure of composition C19H23BIN10Ti. Source: the OMol25 dataset; level of theory: ωB97M-V/def2-TZVPD.

XYZ file:
```
55
Properties=species:S:1:pos:R:3:forces:R:3:mulliken_charge:R:1
Ti -0.012 -0.127 0.316 0.0 -0.2 0.6 1.3420
C -3.217 -1.738 0.896 0.0 -0.1 0.0 -1.3465
C -2.670 -0.690 1.797 0.0 0.0 -0.1 0.4938
C -3.219 -0.141 2.921 0.0 0.0 0.1 -1.4918
C -2.314 0.834 3.372 0.1 0.1 -0.1 0.3611
N -1.277 0.886 2.558 0.1 0.1 0.0 0.1903
N -1.447 -0.065 1.565 -0.2 0.0 0.1 0.3523
B -0.017 1.853 2.586 0.0 0.0 -0.4 0.3667
N 1.230 0.874 2.572 -0.1 0.1 0.0 0.2431
C 2.264 0.827 3.391 -0.1 0.1 -0.1 0.3473
C 3.157 -0.169 2.963 0.0 0.1 0.1 -1.5193
C 2.602 -0.735 1.849 0.0 0.0 -0.1 0.4873
C 3.132 -1.817 0.979 0.0 -0.1 0.0 -1.3419
N 1.390 -0.098 1.602 0.2 0.0 0.1 0.3743
N -0.012 2.578 1.178 0.0 -0.1 0.0 0.3219
C -0.033 3.857 0.812 0.0 -0.1 0.1 0.4469
C -0.014 3.967 -0.577 0.0 0.0 0.0 -1.5384
C 0.017 2.678 -1.051 0.0 0.0 -0.1 0.6197
C 0.047 2.159 -2.445 0.0 0.0 -0.1 -1.4921
N 0.016 1.819 0.011 0.0 -0.2 0.1 -0.0335
N -0.007 2.679 3.793 0.0 -0.1 0.2 0.3362
C 0.067 4.002 4.151 0.0 0.1 0.0 -0.0036
C 0.056 4.075 5.508 0.0 -0.1 -0.1 -1.1309
C -0.015 2.730 5.960 0.0 0.0 0.0 0.5788
C -0.050 2.243 7.368 0.0 0.1 0.1 -1.2130
N -0.047 1.896 4.939 -0.1 0.0 0.0 -1.1866
H -4.286 -1.835 1.070 0.0 0.0 0.0 0.4272
H -2.769 -2.713 1.098 0.0 0.0 0.0 0.2330
H -3.072 -1.500 -0.160 0.0 0.0 0.0 0.3046
H -4.167 -0.386 3.369 0.0 0.0 0.0 0.5159
H -2.349 1.496 4.223 -0.1 0.0 0.0 0.5909
H 2.304 1.504 4.230 0.1 0.0 0.0 0.5811
H 4.099 -0.419 3.421 0.0 0.0 0.0 0.5132
H 4.199 -1.929 1.157 0.0 0.0 0.0 0.4244
H 2.994 -1.608 -0.083 0.0 0.0 0.0 0.3082
H 2.663 -2.775 1.211 0.0 0.0 0.0 0.2338
H -0.066 4.637 1.550 0.0 0.1 0.0 0.4404
H -0.023 4.878 -1.149 0.0 0.0 0.0 0.4929
H 0.036 2.983 -3.155 0.0 0.0 0.0 0.3696
H -0.828 1.541 -2.664 0.0 0.0 0.0 0.3451
H 0.958 1.585 -2.638 0.0 0.0 0.0 0.3464
H 0.128 4.813 3.450 0.0 0.0 -0.1 0.4124
H 0.097 4.969 6.105 0.0 0.0 0.0 0.5137
H -0.025 3.084 8.057 0.0 0.0 0.0 0.3894
H 0.807 1.606 7.581 0.0 0.0 0.0 0.3030
H -0.961 1.677 7.561 0.0 0.0 0.0 0.3064
I 0.324 -5.466 -2.877 0.0 -0.1 -0.1 0.3434
C 0.156 -4.039 -1.423 0.0 0.2 0.2 -0.8388
C 0.054 -4.241 -0.040 0.0 0.0 -0.1 -0.0757
N -0.039 -3.057 0.556 0.0 0.2 0.0 -0.1001
N -0.006 -2.042 -0.364 0.0 0.2 -0.1 0.4230
C 0.114 -2.666 -1.571 0.0 0.1 0.0 -0.5700
H 0.041 -5.154 0.538 0.0 0.0 0.0 0.5265
H -0.137 -2.864 1.544 0.0 -0.1 0.0 0.1131
H 0.162 -2.080 -2.477 0.0 -0.1 0.0 0.5629
```
Positions in Å, forces in eV/Å.

## Properties
Spin multiplicity = 1
Calculated total energy = -2456.5177 Eh
E_LUMO = -0.4369 Eh
ΔE to the lowest compared entry with this formula, charge and spin = 1.28 kcal per mole
Net charge = +3
Gap between HOMO and LUMO = 5.14 eV


[5]
A structure of composition C22H16AsCl4IrNO10S. Source: the OMol25 dataset; level of theory: ωB97M-V/def2-TZVPD.

XYZ file:
```
56
Properties=species:S:1:pos:R:3:forces:R:3:mulliken_charge:R:1
Ir -0.311 -0.385 -1.115 1.8 2.6 -0.7 2.3087
O -2.611 0.174 -1.964 -0.1 -0.6 0.4 -0.1089
As -0.766 -2.137 -3.582 -1.2 -1.8 -0.9 0.2508
O 0.178 -0.842 -3.347 1.4 2.9 2.2 -0.3680
O -1.393 -2.262 -2.053 -0.5 -0.3 1.1 -0.4854
C -2.604 0.679 -3.222 -0.2 0.3 -0.9 0.2553
C -3.390 0.124 -4.234 0.1 0.0 0.3 -0.6180
C -3.395 0.687 -5.499 0.0 0.1 -0.1 -0.6142
C -2.631 1.813 -5.766 0.1 0.0 0.1 -0.6989
C -1.825 2.340 -4.770 -0.2 -0.1 -0.3 -1.0087
C -1.802 1.770 -3.516 0.5 -0.1 1.1 0.5453
S -0.460 2.416 -2.470 -0.3 1.1 -3.2 1.4419
O -0.726 3.822 -2.326 0.1 -0.3 0.5 -0.7761
O 0.679 2.023 -3.250 -0.4 -0.1 0.3 -0.5772
O -0.542 1.763 -1.126 0.0 -2.9 1.2 -0.5702
H -3.180 -0.616 -1.899 0.3 0.3 0.0 0.2041
H -4.009 -0.736 -4.015 -0.1 -0.1 0.0 0.4508
H -4.001 0.244 -6.276 -0.1 0.0 0.0 0.4080
H -2.632 2.256 -6.748 0.0 0.1 -0.1 0.3966
H -1.180 3.187 -4.944 0.1 0.1 -0.2 0.4170
Cl 1.191 -2.567 -0.413 0.4 -0.7 0.1 -0.0762
C 1.657 -2.988 1.212 0.0 0.1 0.6 0.7013
C 1.455 -4.288 1.652 0.0 0.1 -0.2 -0.6871
C 1.858 -4.671 2.920 0.1 0.2 0.0 -0.6119
C 2.512 -3.769 3.741 -0.1 0.0 -0.1 -0.5359
C 2.702 -2.468 3.309 0.0 0.0 -0.2 0.7616
Cl 3.610 -1.381 4.301 0.1 -0.1 0.1 -0.1727
C 2.230 -2.026 2.061 -0.1 -0.8 0.4 -0.5577
N 2.361 -0.705 1.669 -0.3 0.8 -0.1 0.1405
C 1.817 0.359 2.336 0.2 -0.5 -0.1 1.2327
C 1.063 0.216 3.510 -0.3 0.2 0.6 -0.8773
C 0.368 1.287 4.021 0.4 -0.9 0.0 -0.2023
C 0.403 2.526 3.378 0.3 0.5 -0.5 -0.8250
C 1.209 2.707 2.276 -0.3 0.0 0.2 -0.5124
C 1.990 1.661 1.780 0.3 0.3 -0.4 0.4125
C 2.962 1.906 0.723 -0.1 -0.1 -0.3 -1.4952
C 2.309 1.548 -0.772 1.3 3.0 1.2 0.7274
O 2.423 2.470 -1.521 0.1 -0.2 -0.2 -0.5611
O 1.907 0.380 -0.819 -2.7 -3.7 -0.3 -0.9792
H 0.974 -4.995 0.997 -0.1 -0.1 -0.1 0.4623
H 1.686 -5.680 3.260 0.0 -0.1 0.0 0.3963
H 2.878 -4.067 4.711 0.0 0.0 0.0 0.4472
H 2.406 -0.558 0.654 0.1 0.2 0.0 0.3071
H 0.933 -0.757 3.949 -0.1 0.0 0.0 0.2510
H -0.248 1.141 4.893 -0.1 0.0 0.0 0.3872
H -0.193 3.342 3.754 0.0 0.1 0.0 0.4058
H 1.245 3.664 1.778 0.1 0.1 0.0 0.4826
H 3.842 1.266 0.764 0.0 0.0 0.2 0.4127
H 3.241 2.954 0.648 0.0 -0.1 0.0 0.4721
Cl -3.457 -1.464 0.378 -0.4 -0.5 -0.2 -0.1754
C -2.905 -0.230 1.500 0.9 0.2 0.6 0.0148
Cl -2.737 1.347 0.720 -0.4 0.1 0.5 -0.0747
C -1.483 -0.674 2.028 -2.9 0.7 0.2 0.1008
O -1.433 -0.937 3.211 0.3 -0.4 0.4 -0.6690
O -0.560 -0.698 1.187 2.0 0.2 -2.8 -0.3760
H -3.615 -0.169 2.326 0.2 0.0 -0.2 0.4206
```
Positions in Å, forces in eV/Å.

## Properties
Spin multiplicity = 2
Calculated total energy = -6234.0056 Eh
E_LUMO (spin up / spin down) = -0.0946 / -0.1234 Eh
ΔE to the lowest compared entry with this formula, charge and spin = 111.88 kcal per mole
Gap between HOMO and LUMO (spin up / spin down) = 6.12 / 5.23 eV


[6]
A cluster of 7 separate species, FH12O6 in total. Source: the OMol25 dataset; level of theory: ωB97M-V/def2-TZVPD.

XYZ file:
```
19
Properties=species:S:1:pos:R:3:forces:R:3:mulliken_charge:R:1
F -0.212 0.138 0.359 0.1 -0.5 0.3 -0.6975
O 2.006 0.379 -1.024 -1.2 0.1 -1.5 -0.6848
H 1.229 0.206 -0.445 0.9 0.1 0.0 0.4715
H 2.834 0.284 -0.597 0.6 -0.1 1.1 0.2920
O -0.339 2.459 -0.770 0.0 0.4 -1.0 -0.7282
H -0.030 2.167 -1.647 -0.1 0.2 0.6 0.3134
H -0.142 1.694 -0.210 -0.1 -0.1 0.1 0.3408
O -1.248 -0.967 -1.708 -0.4 0.1 -0.6 -0.7165
H -0.808 -0.513 -0.960 -0.3 0.1 -0.1 0.4204
H -1.931 -0.347 -2.007 0.4 -0.3 0.2 0.2765
O -2.352 1.118 1.527 1.4 -1.2 -0.1 -0.7381
H -1.531 0.620 1.150 -1.7 1.2 0.6 0.3351
H -2.762 1.545 0.778 0.1 0.1 -0.3 0.2852
O -0.089 -2.678 0.696 1.2 -1.0 -2.3 -0.6972
H -0.189 -1.734 0.495 -0.2 0.0 0.3 0.3484
H 0.314 -3.021 -0.177 -1.1 0.8 2.1 0.3258
O 1.847 -0.288 1.852 1.3 -0.5 0.2 -0.7255
H 1.004 -0.177 1.383 -0.1 0.0 0.0 0.2745
H 2.395 -0.890 1.307 -0.8 0.5 0.6 0.3042
```
Positions in Å, forces in eV/Å.

## Properties
Spin multiplicity = 1
Calculated total energy = -558.6058 Eh
E_LUMO = 0.1344 Eh
ΔE to the lowest compared entry with this formula, charge and spin = 11.77 kcal per mole
Net charge = -1
Gap between HOMO and LUMO = 10.72 eV